[1]
{
  "formula": "C4H8O",
  "method": "ωB97M-V/def2-TZVPD",
  "energy_ev": -6323.22312,
  "charge": 0,
  "homo_energy_ha": -0.3551,
  "smiles": "C=CC.C=O",
  "e_above_lowest_kcal_mol": 44.8,
  "species": ["O", "C", "H", "H", "C", "C", "C", "H", "H", "H", "H", "H", "H"],
  "positions_angstrom": [[1.404, 2.298, -2.284], [2.517, 2.047, -1.908], [2.634, 1.287, -1.126], [3.458, 2.456, -2.310], [-0.374, -1.711, 1.099], [-1.379, -0.548, 1.218], [-2.016, 0.033, 0.218], [0.453, -1.593, 0.388], [0.198, -1.904, 2.008], [-0.870, -2.665, 0.887], [-1.435, -0.148, 2.218], [-2.639, 0.905, 0.348], [-1.951, -0.457, -0.755]],
  "lowdin_charge": [-0.005, -0.147, 0.072, 0.078, -0.118, -0.233, -0.024, 0.065, 0.055, 0.067, 0.078, 0.049, 0.062]
}



[2]
{
  "formula": "C2H5N2O2",
  "method": "ωB97M-V/def2-TZVPD",
  "energy_ev": -9231.31251,
  "charge": -1,
  "homo_energy_ha": -0.1649,
  "e_above_lowest_kcal_mol": 19.6,
  "species": ["N", "C", "N", "H", "H", "H", "H", "O", "C", "O", "H"],
  "positions_angstrom": [[0.684, 0.323, 0.538], [0.392, 1.366, 1.337], [1.193, 1.903, 2.240], [1.522, -0.209, 0.596], [0.024, 0.096, -0.309], [-0.672, 1.680, 1.390], [0.576, 2.480, 2.793], [-1.552, -0.628, -0.767], [-0.920, -1.473, -1.442], [0.277, -1.442, -1.928], [-1.223, -2.417, -1.722]],
  "lowdin_charge": [0.076, -0.416, -0.031, 0.075, 0.076, 0.110, -0.030, -0.130, -0.612, -0.174, 0.054]
}



[3]
{
  "formula": "C6H7N3O",
  "method": "ωB97M-V/def2-TZVPD",
  "energy_ev": -12848.83809,
  "charge": 0,
  "homo_energy_ha": [-0.3108, -0.3113],
  "e_above_lowest_kcal_mol": 97.7,
  "species": ["C", "C", "C", "C", "C", "C", "N", "N", "N", "O", "H", "H", "H", "H", "H", "H", "H"],
  "positions_angstrom": [[-2.500, 0.374, 0.020], [-1.513, 1.100, -0.617], [-0.700, -0.766, 0.151], [1.523, -1.389, -0.387], [0.456, -1.604, 0.628], [0.864, 0.711, -0.941], [-1.954, -0.805, 0.522], [1.743, -0.260, -1.027], [-0.378, 0.375, -0.567], [1.691, 1.531, 1.224], [-3.388, 0.660, 0.350], [-1.373, 1.969, -1.198], [2.093, -2.275, -0.513], [0.889, -1.106, 1.440], [0.244, -2.624, 0.958], [1.050, 1.746, -1.388], [1.255, 2.361, 1.346]],
  "lowdin_charge": [-0.068, -0.034, -0.268, -0.030, -0.040, -0.092, 0.139, 0.116, -0.026, -0.307, 0.055, 0.112, 0.113, 0.117, 0.137, 0.173, -0.098]
}